# 1
Computed, not measured: an isolated molecule of C6H8N2O in a non-equilibrium geometry, with ωB97M-V/def2-TZVPD.

Positions of all 17 atoms, in Å:
O  0.314  0.549  -1.720
N  2.716  -0.378  -0.557
N  1.382  -0.838  1.300
C  -0.678  -0.397  0.199
C  -1.824  0.283  -0.494
C  -0.262  -0.623  1.667
C  1.670  -0.463  0.019
C  -0.993  1.062  -1.653
C  0.349  -0.277  -0.640
H  1.916  -0.259  2.260
H  -2.570  0.873  0.129
H  3.349  -0.976  0.047
H  -0.225  0.176  2.497
H  -0.787  2.168  -1.351
H  -1.477  1.368  -2.730
H  -2.414  -0.584  -0.983
H  -0.467  -1.684  2.008

Values from the calculation:
Highest occupied orbital energy = -8.50 eV
Lowest unoccupied orbital energy = 0.0248 Ha
2S+1 = 1
ΔE to the lowest compared entry with this formula, charge and spin = 4.807 eV
Structure (SMILES) = [H]/N=C1\NCC2=C1OCC2


# 2
Computed, not measured: C8H11BrN3 as an isolated structure in a non-equilibrium geometry, with ωB97M-V/def2-TZVPD.

Positions of all 23 atoms, in Å:
Br  2.957  -1.084  -0.012
N  1.469  2.702  0.449
N  0.134  -1.926  -0.864
N  0.337  2.038  0.104
C  2.454  1.803  0.429
C  1.995  0.564  0.095
C  -1.520  -1.856  0.777
C  -1.654  -0.674  0.151
C  -0.921  2.753  0.018
C  -0.538  -0.635  -0.921
C  0.618  0.740  -0.032
C  -0.365  -2.687  0.353
H  -2.487  -0.057  0.350
H  0.367  -2.810  1.202
H  -0.697  -0.288  -1.909
H  -0.802  -3.699  0.085
H  -1.697  2.590  0.707
H  -0.015  -2.406  -1.760
H  -1.402  2.693  -1.033
H  -0.503  3.844  0.305
H  -2.235  -2.146  1.616
H  3.392  2.198  0.694
H  1.113  -1.658  -0.802

Values from the calculation:
Highest occupied orbital energy = -12.76 eV
Lowest unoccupied orbital energy = -0.1167 Ha
2S+1 = 1
ΔE to the lowest compared entry with this formula, charge and spin = 3.173 eV
Charge = +1


# 3
Computed, not measured: C21H14EuN3O7 as an isolated structure in a non-equilibrium geometry, with ωB97M-V/def2-TZVPD.

Positions of all 46 atoms, in Å:
Eu  -0.410  -0.876  0.215
O  -0.190  0.960  -0.795
O  -1.325  1.299  3.752
O  -4.498  -1.045  -2.022
O  3.716  2.580  -0.461
O  -0.376  -0.080  2.240
O  -2.349  -1.368  -1.503
O  0.045  -2.903  0.133
N  2.071  0.553  -0.499
N  1.736  -0.790  -0.406
N  -2.635  -0.182  0.843
C  2.101  -5.850  -0.261
C  0.240  3.688  -0.823
C  -2.675  0.487  1.988
C  2.799  4.724  -0.626
C  1.123  -3.631  -0.048
C  2.623  3.339  -0.598
C  -4.964  1.058  1.616
C  2.681  -1.655  -0.300
C  0.425  5.053  -0.848
C  1.036  1.360  -0.664
C  3.528  -3.940  -0.341
C  -3.708  -0.202  0.047
C  1.320  2.809  -0.699
C  1.007  -5.034  -0.095
C  -3.448  -0.926  -1.229
C  1.715  5.567  -0.747
C  3.383  -5.306  -0.373
C  -1.333  0.593  2.767
C  -3.843  1.107  2.424
C  -4.897  0.412  0.384
C  2.430  -3.075  -0.207
H  -0.751  3.262  -0.904
H  3.409  1.647  -0.353
H  -3.833  1.625  3.372
H  4.243  -5.950  -0.493
H  0.011  -5.445  0.014
H  4.515  -3.500  -0.436
H  1.971  -6.924  -0.302
H  -5.731  0.392  -0.302
H  -5.884  1.532  1.933
H  3.807  5.108  -0.541
H  1.870  6.639  -0.748
H  -0.422  5.719  -0.947
H  3.715  -1.313  -0.330
H  -4.246  -1.517  -2.828

Values from the calculation:
Highest occupied orbital energy (alpha / beta) = -7.87 / -7.87 eV
Lowest unoccupied orbital energy (alpha / beta) = -0.0415 / -0.0415 Ha
2S+1 = 7
ΔE to the lowest compared entry with this formula, charge and spin = 0.000 eV


# 4
Computed, not measured: an isolated molecule of C23H28N4O in a non-equilibrium geometry, with ωB97M-V/def2-TZVPD.

Positions of all 56 atoms, in Å:
O  -4.921  -0.754  2.609
N  -1.685  -1.213  -1.210
N  4.433  -0.585  0.379
N  5.030  0.467  -0.187
N  -2.929  1.217  -0.270
C  3.193  -1.033  -0.088
C  1.146  -2.244  0.207
C  -0.679  -2.224  -1.525
C  -1.779  -0.942  0.214
C  -2.693  0.952  -1.673
C  0.710  -1.867  -1.058
C  -1.500  0.027  -1.942
C  -4.752  -1.546  1.457
C  1.367  1.621  1.331
C  -4.297  -0.736  0.242
C  1.546  -1.071  -1.834
C  -0.014  1.715  1.361
C  6.314  -0.317  1.473
C  6.160  0.644  0.462
C  2.372  -1.836  0.695
C  -0.710  2.296  0.308
C  0.015  2.810  -0.762
C  2.076  2.117  0.250
C  1.395  2.718  -0.794
C  5.183  -1.088  1.390
C  -2.965  -0.010  0.504
C  2.774  -0.655  -1.359
C  -2.221  2.350  0.306
H  4.886  -1.949  1.952
H  -5.520  -0.029  2.393
H  -4.190  -1.402  -0.614
H  -2.549  1.900  -2.194
H  1.891  1.161  2.156
H  3.422  -0.032  -1.954
H  -0.559  1.338  2.216
H  1.237  -0.781  -2.828
H  -0.563  0.532  -1.660
H  -5.056  0.015  0.010
H  0.514  -2.866  0.825
H  -2.939  0.263  1.564
H  -3.593  0.474  -2.072
H  -0.854  -0.485  0.600
H  7.132  -0.424  2.156
H  2.674  -2.129  1.688
H  -2.544  3.233  -0.257
H  6.820  1.444  0.191
H  -2.581  2.456  1.333
H  3.152  2.040  0.218
H  -5.687  -2.072  1.216
H  -4.001  -2.291  1.728
H  -1.937  -1.890  0.734
H  -1.464  -0.205  -3.010
H  -0.691  -2.364  -2.609
H  -1.003  -3.156  -1.051
H  1.942  3.117  -1.635
H  -0.509  3.286  -1.580

Values from the calculation:
Highest occupied orbital energy = -7.86 eV
Lowest unoccupied orbital energy = 0.0294 Ha
2S+1 = 1
ΔE to the lowest compared entry with this formula, charge and spin = 2.994 eV
Structure (SMILES) = OCC[C@H]1CN(Cc2ccc(-n3cccn3)cc2)CCN1Cc1ccccc1


# 5
Computed, not measured: CaI as an isolated structure in a non-equilibrium geometry, with ωB97M-V/def2-TZVPD.

Positions of all 2 atoms, in Å:
I  -1.118  0.193  -0.870
Ca  1.118  -0.193  0.870

Values from the calculation:
Highest occupied orbital energy = -13.12 eV
Lowest unoccupied orbital energy = -0.2342 Ha
2S+1 = 1
ΔE to the lowest compared entry with this formula, charge and spin = 0.118 eV
Charge = +1


# 6
Computed, not measured: C27H34N6O4PSV as an isolated structure in a non-equilibrium geometry, with ωB97M-V/def2-TZVPD.

Positions of all 74 atoms, in Å:
V  0.261  0.451  0.376
S  2.410  0.443  3.040
P  -0.955  -0.777  -1.341
O  0.610  -1.437  1.102
O  1.322  1.092  2.170
O  -0.158  2.554  0.028
O  -0.189  -2.123  2.988
N  -2.505  1.860  1.526
N  -2.477  -0.970  3.716
N  1.891  0.781  -0.768
N  -2.784  0.981  2.580
N  -1.124  -0.383  1.820
N  -0.236  -1.391  2.037
C  -2.261  -2.917  -0.136
C  4.023  2.342  1.789
C  -4.512  -2.842  0.711
C  2.833  1.014  -1.380
C  -2.735  2.754  -3.709
C  -4.653  -1.549  0.223
C  -1.505  1.794  -1.911
C  1.187  -2.250  -2.319
C  -1.686  0.507  -2.431
C  2.667  0.600  5.769
C  3.970  0.899  2.265
C  -2.907  1.476  -4.244
C  -0.689  1.744  -0.716
C  -0.960  -2.822  -3.245
C  2.454  1.461  4.532
C  -2.399  -1.620  -0.627
C  -2.023  2.926  -2.537
C  -3.599  -0.936  -0.438
C  4.125  2.867  -2.395
C  -2.105  -0.151  2.741
C  -3.316  -3.524  0.531
C  -0.187  -2.038  -2.385
C  1.786  -3.214  -3.118
C  -0.361  -3.777  -4.048
C  -2.390  0.350  -3.617
C  1.015  -3.969  -3.988
C  4.016  1.355  -2.167
H  -5.341  -3.325  1.211
H  -3.369  2.300  1.236
H  -0.965  -4.379  -4.713
H  -3.208  -4.537  0.896
H  1.482  -4.720  -4.611
H  2.853  -3.382  -3.054
H  -3.228  -0.717  4.337
H  -1.861  3.910  -2.114
H  2.622  1.226  6.658
H  -2.038  -2.710  -3.267
H  -1.925  -1.783  3.929
H  4.103  3.408  -1.451
H  1.489  1.968  4.529
H  1.791  -1.679  -1.627
H  3.941  0.808  -3.109
H  3.311  3.224  -3.023
H  -1.848  2.571  1.834
H  3.233  2.213  4.420
H  4.886  0.964  -1.636
H  -3.564  1.169  3.192
H  4.168  3.041  2.610
H  -1.337  -3.464  -0.287
H  3.107  2.613  1.265
H  3.641  0.112  5.757
H  -2.536  -0.626  -4.058
H  5.066  3.082  -2.895
H  -5.593  -1.025  0.341
H  -3.152  3.610  -4.221
H  4.084  0.189  1.445
H  -3.719  0.071  -0.819
H  -3.455  1.359  -5.170
H  1.904  -0.174  5.853
H  4.734  0.661  3.009
H  4.866  2.463  1.108

Values from the calculation:
Highest occupied orbital energy (alpha / beta) = -13.85 / -13.51 eV
Lowest unoccupied orbital energy (alpha / beta) = -0.2110 / -0.2106 Ha
2S+1 = 3
ΔE to the lowest compared entry with this formula, charge and spin = 2.892 eV
Charge = +2